[1]
DFT (the ωB97M-V functional and the def2-TZVPD basis) results for 5 unconnected molecules or ions with the total composition C31H22F9N5O2S.

Results
* max |F|: 3.707 eV Å⁻¹
* SMILES string: O=C1C=C(N=C=S)C(=O)C(C(F)(F)C(F)(F)C(F)(F)C(F)(F)F)=C1.c1ccncc1.c1ccncc1.c1ccncc1.c1ccncc1
* E_tot: -2915.6558 Ha
* HOMO: -9.54 eV
* Kohn-Sham gap: 7.8409 eV

ORCA input file:
```
! RIJCOSX wB97M-V def2-TZVPD def2/J DEFGRID3
* xyz 0 1
O 2.9174 -0.7888 2.9091
C 2.5546 -0.0118 2.1032
C 3.2338 0.0805 0.7695
C 2.9781 1.1096 -0.0052
N 3.6028 1.2648 -1.2947
C 3.0015 0.6464 -2.1126
S 2.1786 0.2116 -3.3667
C 2.0154 2.1775 0.4493
O 1.9784 3.2227 -0.1142
C 1.1175 1.9497 1.6569
C -0.0329 2.8781 1.9936
F -0.4455 2.6586 3.2473
F 0.4888 4.1317 2.0207
C -1.2042 2.9299 0.9685
F -2.2435 3.5593 1.5029
F -0.7904 3.6821 -0.0544
C -1.6354 1.5712 0.3417
F -2.7241 1.8558 -0.3967
F -0.7502 1.1065 -0.5236
C -2.0985 0.4599 1.3597
F -1.1677 -0.4566 1.5027
F -3.1393 -0.1668 0.8008
F -2.5337 0.9451 2.4921
C 1.3775 0.8912 2.3873
H 3.9472 -0.6917 0.4793
H 0.7378 0.6723 3.2430
N 4.2243 -2.7129 -1.1798
C 5.1961 -3.6172 -1.0429
C 5.3328 -4.7293 -1.8582
C 4.4075 -4.9178 -2.8723
C 3.3893 -3.9924 -3.0317
C 3.3443 -2.9131 -2.1643
H 5.8949 -3.4304 -0.2346
H 6.1427 -5.4290 -1.7024
H 4.4794 -5.7752 -3.5301
H 2.6474 -4.1039 -3.8108
H 2.5710 -2.1607 -2.2492
N -3.9456 -3.8062 -1.0242
C -4.3800 -4.3709 -2.1514
C -5.0386 -3.6794 -3.1566
C -5.2634 -2.3240 -2.9813
C -4.8225 -1.7174 -1.8172
C -4.1710 -2.4997 -0.8759
H -4.1846 -5.4340 -2.2433
H -5.3667 -4.1901 -4.0519
H -5.7756 -1.7480 -3.7422
H -4.9794 -0.6607 -1.6424
H -3.8062 -2.0723 0.0459
N 7.4546 5.8797 -1.1766
C 6.7416 6.5270 -0.2542
C 5.5195 6.0835 0.2273
C 5.0045 4.9014 -0.2795
C 5.7281 4.2135 -1.2396
C 6.9419 4.7432 -1.6502
H 7.1824 7.4486 0.1109
H 4.9856 6.6498 0.9787
H 4.0520 4.5212 0.0682
H 5.3595 3.2876 -1.6605
H 7.5449 4.2381 -2.3974
N -7.6179 -1.9129 1.5310
C -8.1367 -2.3445 2.6808
C -7.5472 -2.1381 3.9186
C -6.3481 -1.4469 3.9660
C -5.7905 -0.9912 2.7829
C -6.4641 -1.2486 1.5986
H -9.0743 -2.8830 2.5940
H -8.0156 -2.5094 4.8202
H -5.8545 -1.2655 4.9130
H -4.8558 -0.4485 2.7778
H -6.0701 -0.9095 0.6473
*
```

Löwdin population analysis, charges in e, atoms 1 to 4: O 0.1569; C -0.3558; C 0.0887; C -0.1668



[2]
DFT (the ωB97M-V functional and the def2-TZVPD basis) results for a molecular structure, C31H22MgN6O2.

Results
* max |F|: 3.710 eV Å⁻¹
* relative energy (zero: lowest compared OMol25 entry of this formula, charge and spin): 60.2 kcal/mol
* E_tot: -1873.5934 Ha
* HOMO: 0.23 eV
* Kohn-Sham gap: 4.4269 eV

ORCA input file:
```
! RIJCOSX wB97M-V def2-TZVPD def2/J DEFGRID3
* xyz -2 1
Mg -0.7527 -0.4261 0.0732
N 0.6873 1.9417 -3.0630
C -0.1492 1.1588 -2.3855
N -0.3796 1.2416 -1.1105
C 0.4305 2.1453 -0.4071
N 0.2177 2.2918 0.8454
N -0.6516 1.3275 1.3590
C -1.3862 1.5859 2.3872
C -2.2244 0.7352 3.1450
C -3.1378 1.2973 4.0642
C -3.9165 0.5889 4.9218
C -3.7042 -0.8088 4.8927
C -2.9795 -1.4317 3.9252
N -2.2909 -0.7069 2.9410
C 1.6368 2.7928 -1.0282
C 2.0041 4.1955 -0.5482
C 2.7756 5.0392 -1.3772
C 2.9653 4.8387 -2.7248
C 2.2109 3.8280 -3.3001
C 1.5285 2.9277 -2.5239
H 0.7967 1.6918 -4.0481
H -0.5462 0.3489 -2.9627
H -1.4757 2.6363 2.7037
H -3.1414 2.3683 4.0375
H -4.5942 1.0704 5.6636
H -4.1235 -1.4865 5.6118
H -2.9184 -2.5252 3.8356
H 1.7341 4.4465 0.4975
H 3.2544 5.8349 -0.8512
H 3.6795 5.4306 -3.2698
H 2.2202 3.7051 -4.4273
O -1.0248 -3.8496 -2.0919
C -0.8464 -2.6602 -1.7781
O -1.7660 -1.8272 -1.3621
C 0.5053 -2.0144 -1.9360
C 1.2091 -2.1234 -3.1316
C 2.3141 -1.2753 -3.3162
C 2.7150 -0.3808 -2.3598
C 3.7283 0.6746 -2.5671
C 3.8539 1.6453 -1.6583
C 2.8584 1.7623 -0.5177
C 2.4033 0.4229 -0.0881
C 2.0302 -0.4076 -1.0838
N 0.9450 -1.2416 -0.9271
H 0.9083 -2.9195 -3.8183
H 2.8771 -1.2670 -4.2477
H 4.4369 0.6121 -3.4129
H 4.5859 2.4317 -1.8877
H 3.3915 2.2734 0.2714
H 1.9012 0.4177 0.8764
C -1.7410 -1.2314 1.8333
C -1.9151 -2.6804 1.7595
C -0.8486 -3.5791 1.9099
C -1.0323 -4.9442 1.7506
C -2.2594 -5.4117 1.3140
C -3.3143 -4.5598 1.1415
C -3.1310 -3.2082 1.3880
H 0.1578 -3.2105 2.2007
H -0.1788 -5.6045 1.8475
H -2.2906 -6.4382 1.0488
H -4.3138 -4.9946 0.8120
H -3.9287 -2.4942 1.1538
*
```

Löwdin population analysis, charges in e, atoms 1 to 4: Mg 0.6602; N 0.1149; C -0.1701; N 0.0571



[3]
DFT (the ωB97M-V functional and the def2-TZVPD basis) results for a molecular structure, C31H22N5O5Rh.

Results
* max |F|: 0.356 eV Å⁻¹
* E_tot: -1954.6027 Ha
* HOMO: -7.95 eV
* Kohn-Sham gap: 6.1677 eV

ORCA input file:
```
! RIJCOSX wB97M-V def2-TZVPD def2/J DEFGRID3
* xyz 0 1
Rh 0.7177 0.8495 -0.3429
C -0.4446 5.2539 1.9461
O -1.0851 4.7555 3.1175
C -0.1797 2.4779 3.5796
C -0.4947 1.7978 4.8727
C -0.4266 0.4774 5.0469
C -0.1440 -0.4061 3.9368
C 0.2120 0.0125 2.7017
C 0.2217 -1.0600 1.6979
N 0.4677 -0.9782 0.4416
N 0.1170 -2.1308 -0.3682
C 0.4814 -1.4838 -2.7385
O 0.7061 -0.2198 -3.2072
C 1.1209 -2.5716 -3.4747
C 2.2193 -2.3221 -4.2984
C 2.8074 -3.3606 -5.0016
C 2.3039 -4.6510 -4.8956
C 1.1902 -4.9000 -4.1029
C 0.5914 -3.8632 -3.4085
C 0.4285 1.5099 2.4808
O 0.6557 2.8237 0.3923
H -0.3701 6.3290 2.0884
H -1.0317 5.0471 1.0494
H 0.5490 4.8271 1.8078
H -0.7895 2.4447 5.6928
H -0.6528 0.0366 6.0080
H -0.2729 -1.4685 4.1074
H -0.0888 -2.0363 2.0621
H 2.6033 -1.3150 -4.3794
H 3.6589 -3.1621 -5.6394
H 2.7648 -5.4585 -5.4497
H 0.7745 -5.8975 -4.0467
H -0.3077 -4.0367 -2.8296
O -6.0071 0.5148 -0.8831
C -5.2433 -0.2183 -1.5291
O -5.4326 -1.1340 -2.3390
C -3.7315 0.0699 -1.2505
C -2.7434 -0.7707 -1.7598
C -1.4186 -0.5324 -1.4441
N -1.1324 0.5603 -0.7296
C -2.0503 1.3096 -0.0927
C -3.3819 1.0922 -0.3753
C -1.4747 2.0971 1.0147
C -2.0839 2.8424 1.9256
C -1.3784 3.3762 3.1573
C 1.2376 3.0324 3.6504
C 1.7608 2.1407 2.8127
N -0.0367 1.8949 1.1391
C -0.3075 -1.5163 -1.6304
C 1.2871 -2.9502 -0.5149
C 2.5074 -2.5356 -0.8585
C 3.1054 -1.2396 -1.2166
C 2.7202 -0.0774 -1.8067
N 1.5057 0.5352 -2.2061
H -3.0447 -1.6276 -2.3473
H -4.1871 1.6371 0.1015
H -3.1405 3.0583 1.8238
H -2.1106 3.3045 3.9660
H 1.6490 3.8349 4.2461
H 2.7601 1.9332 2.4591
H 1.1119 -4.0022 -0.3342
H 3.2443 -3.3333 -0.8585
H 4.1774 -1.2536 -1.0409
H 3.5349 0.6370 -1.9257
*
```

Löwdin population analysis, charges in e, atoms 1 to 4: Rh 1.2465; C -0.0690; O -0.1254; C -0.2500



[4]
DFT (the ωB97M-V functional and the def2-TZVPD basis) results for a molecular structure, C31H23BrCrN4O4.

Results
* max |F|: 1.954 eV Å⁻¹
* relative energy (zero: lowest compared OMol25 entry of this formula, charge and spin): 0.0 kcal/mol
* E_tot: -5333.3174 Ha
* expectation value of S²: 0.780
* HOMO (alpha / beta): -10.70 / -10.69 eV
* Kohn-Sham gap (alpha / beta): 6.2995 / 6.7573 eV

ORCA input file:
```
! RIJCOSX wB97M-V def2-TZVPD def2/J DEFGRID3
* xyz 1 2
Cr 0.3646 0.7724 -0.4773
C -2.5225 -2.1167 -1.3872
O -1.2228 -1.7157 -0.9462
C -0.1864 -2.5078 -1.3288
C -0.3418 -3.6317 -2.1301
C 0.7598 -4.4079 -2.4601
C 2.0188 -4.0679 -1.9929
C 2.1704 -2.9387 -1.2046
C 1.0792 -2.1483 -0.8754
N 1.2480 -0.9443 -0.0684
N 2.2484 -1.0521 0.7474
C 2.5640 -0.1319 1.6627
C 1.6728 0.9163 2.0748
O 0.5810 1.1759 1.4516
C 1.9748 1.6489 3.2668
C 3.1383 1.4502 3.9144
C 4.1067 0.4706 3.4954
C 5.3209 0.3285 4.1813
C 6.2377 -0.6121 3.7857
C 5.9460 -1.4449 2.6974
C 4.7580 -1.3151 2.0102
C 3.8209 -0.3466 2.3933
H -2.5998 -2.0659 -2.4734
H -3.2297 -1.4224 -0.9512
H -2.7532 -3.1248 -1.0460
H -1.3176 -3.9121 -2.5017
H 0.6259 -5.2804 -3.0885
H 2.8813 -4.6733 -2.2436
H 3.1478 -2.6465 -0.8418
H 1.2542 2.3882 3.5945
H 3.3669 2.0493 4.7922
H 5.5238 0.9693 5.0349
H 7.1790 -0.7117 4.3120
H 6.6618 -2.2003 2.3918
H 4.5396 -1.9601 1.1700
O -2.3194 6.1442 0.8598
C -1.7094 5.0489 0.4066
C -0.5215 5.0683 -0.3223
C 0.0179 3.8744 -0.7284
N -0.5501 2.6822 -0.4590
C -1.6850 2.7036 0.2429
Br -2.3741 0.9905 0.6004
C -2.3121 3.8297 0.6961
H -1.8489 6.9447 0.5995
H -0.0214 5.9991 -0.5649
H 0.9321 3.8568 -1.3085
H -3.2342 3.7847 1.2573
C -0.2562 0.5355 -2.4574
C 0.6180 1.3211 -3.3964
C 1.8155 0.7785 -3.8668
C 2.6610 1.4938 -4.6973
C 2.3190 2.7834 -5.0929
C 1.1159 3.3303 -4.6648
C 0.2788 2.6023 -3.8288
C 3.1988 3.5468 -5.9568
N 3.8943 4.1618 -6.6375
H -0.1630 -0.5364 -2.6529
H -1.2997 0.8414 -2.4954
H 2.0848 -0.2324 -3.5700
H 3.5888 1.0574 -5.0498
H 0.8339 4.3224 -5.0007
H -0.6693 3.0296 -3.5165
O 3.1413 1.8501 -1.0162
C 2.1117 1.4624 -0.8771
*
```

Löwdin population analysis, charges in e, atoms 1 to 4: Cr 0.6674; C -0.0574; O -0.1671; C -0.2624



[5]
DFT (the ωB97M-V functional and the def2-TZVPD basis) results for a molecular structure, C31H23BrN5O2PdS2.

Results
* max |F|: 1.752 eV Å⁻¹
* E_tot: -5117.6600 Ha
* expectation value of S²: 2.057
* HOMO (alpha / beta): -3.88 / -4.92 eV
* Kohn-Sham gap (alpha / beta): 5.8484 / 4.8988 eV

ORCA input file:
```
! RIJCOSX wB97M-V def2-TZVPD def2/J DEFGRID3
* xyz -1 3
Pd 0.0542 -0.0214 -0.0315
C -2.1206 1.8446 2.4740
C -1.7372 0.4064 2.2365
N -2.3985 -0.2128 1.3268
N -2.4636 -1.5432 1.2642
C -1.9675 -2.3080 0.3799
S -0.8669 -1.9397 -0.9302
S -2.4092 -4.0304 0.5786
C -1.2577 -4.3975 1.9787
C -0.3981 -5.5757 1.6482
C -0.7396 -6.8538 2.0782
C 0.0551 -7.9438 1.7530
C 1.1967 -7.7662 0.9869
C 1.5330 -6.4957 0.5373
C 0.7403 -5.4077 0.8638
C -0.7974 -0.2667 3.1676
C -1.0677 -0.1875 4.5327
C -0.3115 -0.8652 5.4702
C 0.7709 -1.6235 5.0402
C 1.0839 -1.6977 3.7014
C 0.3187 -1.0349 2.7127
O 0.6903 -1.1920 1.4675
H -3.2045 1.9435 2.4283
H -1.7581 2.1795 3.4436
H -1.6935 2.4996 1.7159
H -0.6574 -3.5017 2.1208
H -1.8731 -4.5658 2.8600
H -1.6381 -6.9925 2.6682
H -0.2207 -8.9339 2.0950
H 1.8214 -8.6157 0.7402
H 2.4156 -6.3560 -0.0741
H 0.9936 -4.4166 0.5047
H -1.9203 0.3979 4.8585
H -0.5710 -0.8134 6.5197
H 1.3748 -2.1602 5.7625
H 1.9307 -2.2763 3.3535
Br -2.9593 11.2726 -5.8736
C -2.4122 9.6542 -5.0254
C -2.1952 9.6423 -3.6541
C -1.7851 8.4786 -3.0418
C -1.5769 7.3016 -3.7990
C -1.8569 7.3366 -5.1813
C -2.2616 8.5037 -5.7906
N -1.1155 6.1464 -3.2751
N -0.7103 6.0994 -2.0386
C -0.4184 4.9824 -1.3868
C 0.2901 5.1184 -0.1611
C 0.7505 4.0435 0.5434
C 0.5461 2.7154 0.0928
O 0.9986 1.6945 0.7299
C -0.2424 2.5404 -1.0953
N -0.5184 1.2521 -1.4511
C -1.2738 1.0181 -2.5100
C -1.8425 2.0409 -3.2593
C -1.5960 3.3538 -2.9126
C -0.7639 3.6385 -1.8260
H -2.3493 10.5421 -3.0739
H -1.5980 8.4401 -1.9780
H -1.7410 6.4278 -5.7566
H -2.4593 8.5287 -6.8532
H 0.4755 6.1220 0.1964
H 1.2873 4.1879 1.4715
H -1.4539 -0.0191 -2.7588
H -2.4764 1.7954 -4.0988
H -2.0499 4.1620 -3.4618
*
```

Löwdin population analysis, charges in e, atoms 1 to 4: Pd 0.7981; C -0.0236; C -0.3229; N 0.0382



[6]
DFT (the ωB97M-V functional and the def2-TZVPD basis) results for a molecular structure, C31H23ClNO4OsPS.

Results
* max |F|: 0.369 eV Å⁻¹
* relative energy (zero: lowest compared OMol25 entry of this formula, charge and spin): 6.9 kcal/mol
* E_tot: -2840.7506 Ha
* HOMO (alpha / beta): -13.76 / -13.76 eV
* Kohn-Sham gap (alpha / beta): 6.0370 / 6.0375 eV

ORCA input file:
```
! RIJCOSX wB97M-V def2-TZVPD def2/J DEFGRID3
* xyz 2 1
Os 0.1525 0.1406 1.2034
O 1.0883 3.8656 0.0800
C 0.2936 2.9516 -0.0387
O -0.0718 2.1941 0.9617
C -0.3301 2.7095 -1.3937
C -0.6581 3.8297 -2.1500
C -1.2866 3.6930 -3.3774
C -1.5816 2.4333 -3.8835
C -1.2401 1.3067 -3.1571
C -0.6158 1.4462 -1.9144
P -0.0927 -0.0382 -1.0903
C 1.4236 -0.6854 -1.7901
C 1.9605 -0.0981 -2.9377
C 3.1367 -0.5994 -3.4728
C 3.7757 -1.6726 -2.8673
C 3.2458 -2.2518 -1.7196
C 2.0734 -1.7614 -1.1739
C -1.4481 -1.2106 -1.0859
C -2.7190 -0.7108 -0.7769
C -3.7885 -1.5836 -0.6667
C -3.5928 -2.9450 -0.8613
C -2.3296 -3.4408 -1.1632
C -1.2498 -2.5804 -1.2676
H -0.4248 4.8074 -1.7529
H -1.5505 4.5753 -3.9440
H -2.0706 2.3296 -4.8421
H -1.4550 0.3215 -3.5539
H 1.4652 0.7379 -3.4139
H 3.5512 -0.1530 -4.3662
H 4.6910 -2.0622 -3.2913
H 3.7486 -3.0871 -1.2521
H 1.6648 -2.2075 -0.2756
H -2.8699 0.3549 -0.6425
H -4.7754 -1.2017 -0.4456
H -4.4318 -3.6237 -0.7877
H -2.1878 -4.5001 -1.3277
H -0.2693 -2.9703 -1.5088
Cl -3.7291 -5.3060 4.0747
C -2.5972 -4.2278 3.3616
C -1.3906 -4.7615 2.8263
C -0.4564 -3.9633 2.2433
C -0.6614 -2.5627 2.1468
O 0.2408 -1.8501 1.5672
C -1.8726 -2.0194 2.6977
C -2.1733 -0.6694 2.6876
O -1.5192 0.3129 2.1594
C -2.8282 -2.8956 3.3105
H -1.2271 -5.8287 2.8954
H 0.4609 -4.3724 1.8439
H -3.0869 -0.3364 3.1784
H -3.7349 -2.4783 3.7276
S 2.0855 0.5483 2.1193
C 2.4129 2.2979 2.2059
N 3.3561 2.7994 1.3894
C 3.7335 4.0872 1.4097
C 3.1668 4.9465 2.3185
C 2.2053 4.4565 3.1923
C 1.8279 3.1233 3.1409
H 3.7711 2.1868 0.6961
H 4.4852 4.3804 0.6922
H 3.4741 5.9808 2.3378
H 1.7463 5.1151 3.9167
H 1.0791 2.7234 3.8080
*
```

Löwdin population analysis, charges in e, atoms 1 to 4: Os 1.1641; O 0.0886; C -0.5642; O -0.2503



[7]
DFT (the ωB97M-V functional and the def2-TZVPD basis) results for a molecular structure, C31H23F3NP2PdS3.

Results
* max |F|: 0.995 eV Å⁻¹
* E_tot: -3554.7520 Ha
* expectation value of S²: 2.010
* HOMO (alpha / beta): -3.82 / -4.59 eV
* Kohn-Sham gap (alpha / beta): 6.4006 / 6.9473 eV

ORCA input file:
```
! RIJCOSX wB97M-V def2-TZVPD def2/J DEFGRID3
* xyz -1 3
Pd 1.0588 1.3835 -1.3262
S 1.8620 -1.2522 -2.3354
P 0.5119 -1.3789 -0.8804
C 0.7523 -0.1146 0.2145
P -0.1199 0.9111 1.2181
S 0.4820 2.7852 0.8395
C 0.0788 0.5050 2.9866
C -0.6606 1.1590 3.9698
C -0.4743 0.8435 5.3059
C 0.4561 -0.1233 5.6702
C 1.2057 -0.7664 4.6963
C 1.0203 -0.4484 3.3559
C -1.9365 0.7736 1.0062
C -2.6731 -0.1754 1.7116
C -4.0238 -0.3593 1.4468
C -4.6457 0.3945 0.4638
C -3.9135 1.3334 -0.2514
C -2.5683 1.5265 0.0202
C -1.1601 -1.3643 -1.6665
C -2.2197 -2.1534 -1.2317
C -3.4653 -2.0654 -1.8425
C -3.6675 -1.1932 -2.9006
C -2.6159 -0.3985 -3.3397
C -1.3755 -0.4817 -2.7256
C 0.4813 -3.0086 -0.0555
C -0.0372 -3.1049 1.2322
C -0.1043 -4.3343 1.8737
C 0.3583 -5.4738 1.2297
C 0.8882 -5.3809 -0.0505
C 0.9518 -4.1516 -0.6922
H -1.3823 1.9146 3.6809
H -1.0517 1.3501 6.0697
H 0.5985 -0.3697 6.7155
H 1.9368 -1.5140 4.9788
H 1.6017 -0.9303 2.5777
H -2.1940 -0.7721 2.4791
H -4.5868 -1.0986 2.0041
H -5.6968 0.2451 0.2486
H -4.3931 1.9152 -1.0290
H -1.9954 2.2642 -0.5305
H -2.0854 -2.8485 -0.4122
H -4.2784 -2.6847 -1.4823
H -4.6378 -1.1271 -3.3780
H -2.7555 0.2933 -4.1614
H -0.5691 0.1525 -3.0887
H -0.3832 -2.2063 1.7292
H -0.5094 -4.3999 2.8764
H 0.3125 -6.4340 1.7294
H 1.2583 -6.2699 -0.5468
H 1.3737 -4.0592 -1.6862
F 3.1935 4.4869 -5.3034
C 3.5233 5.0643 -4.1359
F 4.6389 5.7972 -4.3824
F 2.5547 5.9499 -3.8480
C 3.7528 4.0719 -3.0383
C 4.9752 4.0266 -2.3923
C 5.1965 3.1243 -1.3600
C 4.1577 2.2796 -1.0114
N 2.9934 2.3133 -1.6353
C 2.7284 3.1874 -2.6349
S 1.1217 3.0580 -3.2206
H 5.7618 4.7041 -2.6949
H 6.1441 3.0805 -0.8436
H 4.2491 1.5491 -0.2165
*
```

Löwdin population analysis, charges in e, atoms 1 to 4: Pd 0.4804; S 0.2178; P 0.3105; C -0.6345